Entry from the OMol25 dataset: a single C6H8 molecule (wB97M-V/def2-TZVPD).

Last column: Löwdin charge in e.
CARTESIAN COORDINATES (ANGSTROEM)
C  1.322  0.547  0.573  -0.06
C  0.203  0.542  -0.498  -0.35
C  0.101  -0.935  -0.946  -0.24
C  -0.676  -1.620  0.146  0.03
C  -1.526  -0.537  0.632  -0.15
C  -1.103  0.680  0.213  -0.03
H  1.260  1.397  1.260  0.08
H  2.315  0.522  0.117  0.08
H  0.385  1.298  -1.273  0.13
H  1.064  -1.386  -1.208  0.10
H  -0.563  -1.035  -1.821  0.13
H  1.202  -0.365  1.169  0.08
H  -2.349  -0.691  1.324  0.08
H  -1.581  1.639  0.413  0.12

Calculated values
ΔE to the lowest compared entry with this formula, charge and spin (eV): 3.0135
Multiplicity: 1
Gap between HOMO and LUMO (alpha / beta) (eV): 7.7 / 7.7

=====

Entry from the OMol25 dataset: a single C5H5N3 molecule in a non-equilibrium geometry (wB97M-V/def2-TZVPD).

Last column: Löwdin charge in e.
CARTESIAN COORDINATES (ANGSTROEM)
C  0.015  -1.183  -1.101  -0.06
C  1.829  1.478  0.146  -0.21
C  -0.087  0.871  0.633  -0.40
C  -1.291  0.274  1.091  -0.09
C  -2.314  -0.307  1.443  0.09
H  0.516  -1.053  -2.089  0.09
H  0.209  -2.244  -0.556  0.14
H  -1.048  -1.170  -1.301  0.06
H  2.889  1.900  0.472  0.15
H  -3.453  -0.892  1.458  0.14
N  0.382  0.040  -0.425  -0.13
N  1.659  0.518  -0.683  0.08
N  0.696  1.768  0.912  0.13

Calculated values
ΔE to the lowest compared entry with this formula, charge and spin (eV): 3.4698
Multiplicity: 1
Structure (SMILES): C#Cc1ncnn1C
Gap between HOMO and LUMO (eV): 10.1

=====

Q: The highest ΔE to the lowest compared entry with this formula, charge and spin belongs to which entry?
A: C5H5N3